Record 1
DFT (wB97M-V/def2-TZVPD) results for a structure of composition C38H50BrN4O4PPt.

**HOMO level (alpha / beta)**: -18.39 / -18.34 eV
**Total energy**: -5031.2191 Ha
**M**: 932.798 g mol⁻¹
**Spin multiplicity**: 5
**Net charge**: +4
**Lowest unoccupied orbital energy (alpha / beta)**: -11.1 / -14.0 eV
**Expectation value of S²**: 6.059

```
99
Properties=species:S:1:pos:R:3:forces:R:3:lowdin_charge:R:1
Pt 0.553 -0.139 -0.013 0.239 0.105 -0.533 1.253
C -2.648 0.734 0.831 0.034 0.089 -0.102 0.008
O -1.823 -0.394 1.254 -0.055 -0.287 0.381 -0.131
C -2.270 -1.106 2.295 -0.134 0.199 0.033 -0.174
C -3.493 -0.882 2.890 0.077 -0.090 0.044 -0.017
C -3.891 -1.674 3.970 0.105 0.019 -0.014 -0.620
Br -5.515 -1.424 4.739 -0.175 -0.011 0.116 1.132
C -3.034 -2.678 4.508 0.037 0.036 -0.072 0.030
C -1.804 -2.927 3.928 0.038 -0.001 0.009 -0.030
C -1.431 -2.187 2.783 -0.024 -0.011 -0.016 -0.118
O -0.317 -2.435 2.090 -0.172 -0.037 -0.206 0.105
C -0.978 -3.946 4.600 0.061 0.121 0.083 -0.186
N -1.534 -4.735 5.529 -0.143 -0.179 -0.175 0.224
C -0.558 -5.521 5.982 0.092 0.014 0.071 -0.141
C -0.615 -6.528 7.008 -0.067 -0.050 -0.169 0.097
C 0.562 -7.094 7.400 0.025 -0.107 -0.108 0.003
C 1.776 -6.735 6.770 -0.080 0.079 0.013 0.082
C 1.858 -5.741 5.749 0.122 -0.032 0.004 0.080
C 0.682 -5.191 5.349 -0.063 0.139 0.258 -0.138
N 0.349 -4.166 4.460 -0.034 -0.084 -0.153 0.203
H -2.796 1.421 1.663 0.056 -0.005 0.018 0.120
H -3.604 0.380 0.448 0.016 -0.055 -0.013 0.120
H -2.092 1.229 0.041 0.029 -0.013 0.005 0.089
H -4.169 -0.124 2.528 -0.006 0.026 0.001 0.123
H -3.328 -3.252 5.377 -0.079 0.039 -0.006 0.133
H -0.168 -3.389 1.990 0.122 0.013 0.095 0.155
H -1.571 -6.848 7.401 -0.003 0.144 0.106 0.148
H 0.569 -7.854 8.168 0.045 -0.013 -0.017 0.141
H 2.687 -7.242 7.065 0.016 0.047 0.030 0.145
H 2.821 -5.438 5.361 0.004 -0.108 -0.062 0.141
H 1.003 -3.640 3.902 0.014 0.071 0.082 0.169
N -1.225 -4.893 -5.065 -0.040 -0.032 0.028 0.224
C -0.429 -4.858 -3.989 -0.035 0.029 -0.027 -0.507
O 0.161 -5.786 -3.484 0.020 -0.038 -0.021 0.125
C -0.267 -3.545 -3.251 -0.061 0.019 0.043 -0.063
C -1.342 -2.885 -2.653 0.042 -0.013 -0.088 0.042
C -1.093 -1.850 -1.786 0.045 0.000 0.033 -0.094
N 0.165 -1.443 -1.493 0.042 -0.148 0.039 -0.180
C 1.206 -2.040 -2.132 -0.039 0.013 0.008 -0.082
C 1.027 -3.092 -2.989 -0.037 -0.023 -0.082 0.053
H -1.338 -5.771 -5.553 0.022 -0.005 0.015 0.144
H -1.640 -4.072 -5.472 0.060 0.022 -0.003 0.127
H -2.362 -3.195 -2.837 0.005 0.014 -0.029 0.141
H -1.903 -1.325 -1.299 0.036 0.014 0.064 0.112
H 2.195 -1.657 -1.923 -0.019 0.016 0.069 0.111
H 1.881 -3.580 -3.438 -0.008 -0.006 -0.004 0.151
O 0.849 1.383 1.122 -0.327 -0.057 0.461 -0.542
P 2.173 2.155 1.545 0.724 0.497 0.050 0.977
C 2.361 3.688 0.561 -0.271 -0.102 -0.005 -0.315
C 2.225 5.037 1.288 -0.102 0.211 -0.001 -0.152
C 0.797 5.570 1.427 -0.098 -0.278 0.041 -0.174
C -0.004 5.471 0.133 0.118 0.232 -0.120 -0.177
C 0.052 4.075 -0.475 0.014 -0.026 0.120 -0.194
C 1.492 3.626 -0.714 -0.094 -0.042 0.000 -0.184
C 3.554 1.018 1.195 -0.330 -0.188 -0.144 -0.353
C 3.537 0.419 -0.227 0.204 0.135 0.172 -0.196
C 4.260 1.230 -1.294 0.042 0.046 -0.041 -0.166
C 5.691 1.522 -0.826 -0.054 -0.009 0.078 -0.162
C 5.702 2.294 0.488 -0.034 -0.061 -0.068 -0.175
C 4.955 1.542 1.593 0.032 0.111 -0.036 -0.153
C 2.106 2.435 3.353 -0.279 -0.378 -0.091 -0.303
C 0.684 2.935 3.759 0.004 -0.059 0.109 -0.167
C 0.170 2.249 5.027 0.057 -0.048 -0.051 -0.172
C 0.110 0.722 4.895 0.094 0.026 -0.009 -0.171
C 1.345 0.154 4.154 -0.078 0.135 0.085 -0.189
C 2.481 1.176 4.164 -0.015 0.037 0.045 -0.174
H 3.407 3.583 0.268 0.017 0.029 -0.019 0.091
H 2.791 5.757 0.691 0.054 -0.071 -0.041 0.138
H 2.726 5.013 2.259 0.005 0.019 -0.003 0.111
H 0.842 6.605 1.762 0.018 0.003 0.015 0.131
H 0.266 5.021 2.207 -0.034 -0.006 -0.008 0.085
H 0.384 6.193 -0.592 0.029 -0.041 -0.026 0.131
H -1.039 5.763 0.315 -0.008 -0.008 0.017 0.123
H -0.490 4.059 -1.421 0.006 -0.024 -0.014 0.123
H -0.446 3.361 0.195 -0.016 0.030 0.023 0.087
H 1.949 4.282 -1.458 0.056 -0.014 0.022 0.142
H 1.501 2.616 -1.138 0.069 0.045 -0.101 0.083
H 3.292 0.201 1.879 0.065 -0.041 -0.016 0.104
H 2.460 0.246 -0.558 0.056 -0.069 -0.119 0.015
H 3.990 -0.575 -0.179 -0.089 -0.038 0.028 0.133
H 3.741 2.166 -1.509 -0.017 -0.007 0.017 0.107
H 4.293 0.661 -2.224 -0.071 0.017 -0.012 0.126
H 6.213 2.085 -1.598 0.015 -0.028 -0.017 0.132
H 6.228 0.577 -0.699 0.025 0.012 -0.033 0.130
H 5.289 3.292 0.333 0.035 0.026 0.007 0.107
H 6.730 2.448 0.815 -0.009 0.018 0.032 0.133
H 4.888 2.162 2.490 0.026 -0.050 0.031 0.117
H 5.553 0.668 1.863 -0.037 -0.012 0.050 0.135
H 2.858 3.206 3.539 -0.023 0.057 -0.017 0.129
H -0.033 2.745 2.955 -0.010 0.079 -0.022 0.097
H 0.705 4.008 3.927 0.018 0.029 -0.055 0.114
H -0.820 2.642 5.256 0.016 0.019 0.051 0.126
H 0.807 2.518 5.870 -0.031 0.035 0.017 0.126
H -0.810 0.435 4.373 -0.021 -0.010 -0.029 0.090
H 0.051 0.292 5.897 -0.048 -0.018 -0.025 0.118
H 1.080 -0.075 3.118 0.020 -0.125 -0.034 0.064
H 1.678 -0.776 4.624 0.018 0.028 -0.034 0.109
H 3.428 0.748 3.839 0.006 -0.005 -0.003 0.103
H 2.641 1.495 5.195 0.125 0.022 -0.027 0.136
```
Forces are in eV/Å.

Record 2
DFT (wB97M-V/def2-TZVPD) results for a structure of composition C38H51ClIrOP4 in a non-equilibrium geometry.

**HOMO level (alpha / beta)**: -7.87 / -12.57 eV
**Total energy**: -3482.9048 Ha
**M**: 875.391 g mol⁻¹
**Spin multiplicity**: 6
**Net charge**: +2
**Lowest unoccupied orbital energy (alpha / beta)**: -5.1 / -8.6 eV
**Expectation value of S²**: 8.818

```
96
Properties=species:S:1:pos:R:3:forces:R:3:lowdin_charge:R:1
P 1.405 5.192 -1.381 -0.534 -2.426 -1.962 1.122
C 0.257 5.946 -0.337 0.026 0.572 1.014 -0.364
C 0.930 7.006 0.309 -0.858 0.057 0.176 -0.105
H 2.020 7.012 0.315 -0.287 0.275 -0.016 0.108
C 0.177 8.016 0.875 -0.174 0.147 0.295 -0.056
H 0.693 8.856 1.330 -0.255 -0.045 -0.001 0.117
C -1.221 7.950 0.837 0.131 0.068 -0.019 -0.044
H -1.801 8.770 1.267 0.149 -0.310 -0.171 0.119
C -1.882 6.854 0.261 0.070 -0.071 0.116 -0.058
H -2.971 6.817 0.257 0.288 -0.001 0.069 0.117
C -1.153 5.822 -0.319 0.780 0.356 -0.068 -0.056
H -1.628 4.944 -0.758 0.032 0.381 -0.073 0.105
C 2.932 4.714 -0.704 -0.192 0.526 0.185 -0.385
C 3.178 4.516 0.676 0.337 -0.203 -0.237 -0.111
H 2.353 4.507 1.386 0.161 0.147 -0.151 0.094
C 4.490 4.358 1.097 -0.116 -0.080 0.127 -0.080
H 4.701 4.206 2.157 0.000 0.081 -0.284 0.113
C 5.543 4.436 0.177 0.275 -0.053 0.070 -0.077
H 6.574 4.364 0.522 -0.294 0.023 -0.055 0.112
C 5.286 4.627 -1.185 0.122 -0.204 -0.153 -0.073
H 6.101 4.718 -1.901 -0.063 -0.066 0.225 0.118
C 3.988 4.724 -1.645 0.148 -0.068 0.283 -0.097
H 3.758 4.875 -2.700 0.103 0.060 0.212 0.118
C 1.071 5.015 -3.076 0.390 0.471 3.267 -0.418
C 1.085 6.343 -3.537 -0.250 1.583 -1.797 -0.155
H 1.190 7.156 -2.800 -0.071 -0.145 -0.670 0.104
C 0.978 6.576 -4.893 0.151 0.410 1.360 -0.093
H 1.031 7.596 -5.249 -0.080 -0.057 -0.158 0.106
C 0.807 5.495 -5.765 -0.154 -0.269 -1.645 -0.115
H 0.716 5.695 -6.843 0.030 -0.184 0.628 0.105
C 0.751 4.177 -5.299 0.180 0.027 0.824 -0.101
H 0.601 3.350 -5.990 0.009 0.173 0.069 0.102
C 0.895 3.921 -3.937 -0.078 -1.465 -1.112 -0.149
H 0.849 2.899 -3.539 -0.027 0.522 -0.279 0.048
Ir -0.150 -0.025 0.047 -1.531 -2.649 0.564 1.116
C 1.657 -0.768 -0.559 0.457 -0.528 -0.120 -0.238
C 2.739 -0.060 -0.926 -0.640 -0.032 -0.014 -0.307
H 1.655 -1.876 -0.570 0.354 0.672 0.030 0.048
C 2.511 1.482 -1.072 2.726 -1.450 -0.908 -0.356
O 2.865 1.722 -2.476 -0.706 0.034 0.923 -0.053
H 2.760 2.672 -2.646 0.044 0.042 -0.155 0.059
C 1.180 1.916 -0.752 3.285 2.645 -1.548 -0.012
H 3.343 1.937 -0.500 -0.907 0.430 0.328 0.126
C -0.085 1.662 -0.556 -0.456 4.613 -0.955 -0.509
Cl -2.440 1.238 0.749 0.840 -0.309 -0.035 0.141
P -1.047 -0.474 -2.105 -0.260 -0.942 -0.369 0.767
P 0.484 0.560 2.241 0.000 -0.774 0.885 0.724
C -2.797 -0.942 -2.073 0.112 0.029 0.021 -0.221
H -3.361 -0.172 -1.535 0.039 -0.154 -0.176 0.035
H -2.906 -1.902 -1.557 -0.045 0.190 -0.177 0.052
H -3.140 -1.025 -3.110 -0.035 -0.019 0.213 0.069
C -0.933 0.822 -3.366 0.030 0.031 0.072 -0.206
H 0.080 0.842 -3.786 -0.198 0.072 0.110 0.058
H -1.163 1.798 -2.924 -0.007 -0.148 -0.233 0.052
H -1.659 0.602 -4.159 0.229 0.079 0.144 0.074
C -0.168 -1.904 -2.796 -0.182 0.054 -0.220 -0.222
H -0.136 -2.707 -2.052 -0.080 0.082 -0.161 0.051
H 0.855 -1.610 -3.059 -0.233 -0.075 -0.013 0.041
H -0.706 -2.240 -3.689 0.222 -0.091 0.072 0.070
C -0.657 -0.161 3.456 0.129 0.128 0.019 -0.224
H -0.531 -1.249 3.484 -0.036 0.228 0.045 0.057
H -1.686 0.081 3.166 0.225 -0.013 0.102 0.029
H -0.425 0.276 4.433 -0.117 -0.182 -0.068 0.066
C 2.118 -0.120 2.657 0.036 0.242 0.232 -0.223
H 2.886 0.341 2.026 -0.138 -0.063 0.159 0.038
H 2.127 -1.203 2.494 -0.037 0.189 0.077 0.043
H 2.328 0.092 3.712 0.114 -0.101 -0.176 0.068
C 0.568 2.325 2.653 0.017 0.037 -0.120 -0.209
H -0.324 2.838 2.278 0.126 -0.113 0.101 0.048
H 1.465 2.770 2.206 -0.185 -0.101 0.089 0.027
H 0.616 2.414 3.747 0.018 0.042 -0.294 0.072
P 4.402 -0.761 -1.384 -1.684 1.205 0.073 0.908
C 4.592 -2.407 -0.704 0.042 -0.092 0.101 -0.162
C 5.620 0.367 -0.695 0.113 -0.156 0.110 -0.153
H 3.768 -3.052 -1.041 0.291 0.157 0.063 0.070
H 4.600 -2.358 0.395 0.003 -0.028 -0.353 0.075
H 5.551 -2.814 -1.060 -0.302 0.030 0.125 0.081
H 5.461 1.382 -1.080 0.017 -0.213 -0.024 0.059
H 6.623 0.022 -0.978 -0.164 0.132 0.098 0.081
H 5.530 0.379 0.399 0.073 -0.018 -0.240 0.075
C 4.515 -0.754 -3.172 0.174 -0.168 -0.072 -0.157
H 3.764 -1.439 -3.587 0.214 0.119 0.077 0.073
H 5.521 -1.071 -3.472 -0.230 0.052 -0.050 0.078
H 4.301 0.265 -3.520 0.112 -0.295 0.110 0.061
H -0.779 2.499 -0.560 -0.227 -0.136 -0.107 0.033
C -2.030 -4.011 1.689 -0.175 -0.255 0.087 -0.035
C -0.653 -3.903 1.549 0.544 -0.346 0.009 -0.054
C -0.065 -2.725 1.122 -0.535 -0.154 0.353 -0.141
C -0.952 -1.722 0.776 -0.926 0.106 0.339 -0.410
C -2.330 -1.767 0.915 0.067 -0.538 0.257 -0.194
C -2.864 -2.943 1.387 -0.504 -0.154 -0.080 -0.042
H -2.463 -4.935 2.046 0.056 -0.047 0.060 0.121
H 0.017 -4.721 1.776 -0.206 -0.264 0.112 0.118
H 1.009 -2.585 1.062 -0.185 -0.321 0.167 0.072
H -2.950 -0.898 0.699 0.206 -0.580 0.146 -0.009
H -3.941 -2.980 1.501 0.060 -0.361 0.122 0.126
```
Forces are in eV/Å.